The following is a quantum chemistry calculation of a molecular structure, C21H21F24I2N2O8S2, from the Open Molecules 2025 dataset.

```
80
C21H21F24I2N2O8S2 | the Open Molecules 2025 dataset | ωB97M-V with the def2-TZVPD basis set
I 1.70810 -0.61828 4.03694
I -0.53999 3.35102 1.78849
S 1.83531 -1.78445 0.57757
S -0.15508 0.00928 1.17312
F 5.85341 -7.27410 7.80452
F 4.00434 -7.38330 5.71738
F -4.92473 1.14695 -9.62794
F 3.87131 -7.86970 8.42157
F -5.42330 3.12597 -6.74692
F 2.30674 -4.42628 8.92546
F 1.48691 -7.10903 8.43292
F -1.81470 5.93996 -6.01481
F 2.84763 -5.81242 6.68171
F 0.05369 -5.86263 9.47995
F 2.00560 -4.78818 11.04448
F -1.62224 6.48040 -1.60304
F -4.28833 6.41796 -0.92858
F -0.24114 3.96119 -5.01817
F -2.29109 3.87172 -4.30617
F -1.98036 5.26828 0.14804
F -4.78639 3.13769 -11.25618
F -2.22617 6.70720 -4.02629
F -3.10477 2.59685 -12.52636
F -3.97657 5.28543 -2.76225
F -2.55257 1.88831 -9.92918
F -5.67201 3.77172 -8.80388
F -6.64826 1.26931 -8.31468
F -1.34967 3.55703 -10.58353
O 2.05450 -2.25625 -0.78278
O -1.54900 4.24489 -1.73474
O 4.91101 -3.78158 4.00944
O -1.57758 0.03574 1.44614
O 0.21608 0.81102 0.02572
O 4.63045 -5.80806 8.88460
O -3.00873 3.96154 -9.20819
O 2.69320 -0.63762 0.84622
N 0.22929 -1.55945 0.85349
N 2.98714 -4.91980 3.82935
C 4.58532 -6.82927 7.94303
C -2.19842 5.33530 -1.18409
C -0.60156 4.46178 -2.76847
C -3.49307 3.41236 -11.51634
C -1.33377 5.99684 -4.74401
C 2.27639 -3.22259 1.62428
C -3.70492 5.30672 -1.44103
C -1.14339 4.58065 -4.20418
C 1.22874 2.55900 4.23841
C 4.08156 -6.34463 6.58364
C 1.27046 -6.45340 9.58908
C 0.54665 1.94854 2.99095
C -3.49058 3.30850 -8.03599
C 3.78279 -5.90019 10.01995
C -4.97960 2.91555 -8.01708
C 0.62801 0.66664 2.68889
C 3.98213 -3.99272 3.31024
C 3.80301 -3.28859 1.92778
C 2.33668 -5.39309 9.86511
C -5.30612 1.46550 -8.37380
C -2.61418 3.18434 -10.28527
H 4.27900 -3.91959 1.15596
H 1.21949 -7.18060 10.40491
H -4.83322 0.77261 -7.67245
H 1.94424 -4.13798 1.10707
H 4.75106 -5.58766 6.16698
H -3.37096 4.05600 -7.25106
H 0.00929 3.55801 -2.75634
H 2.71628 -5.58678 3.10912
H 3.82406 -6.89080 10.47537
H 0.80530 3.56076 4.41938
H 0.08960 5.26891 -2.52144
H -2.84136 2.48555 -7.73504
H 4.23699 -2.27610 1.97884
H -4.15784 4.42531 -0.98207
H 2.15724 -4.41865 4.13580
H -0.38665 6.54257 -4.76667
H 1.69659 -3.08975 2.55093
H 1.11153 1.92723 5.13093
H 2.30567 2.61393 3.98892
H 4.24934 -5.23765 10.74944
H -3.42377 4.44910 -11.85310
```

The calculation puts the frontier orbital gap at 8.007 eV. As for the charge: -1. Its highest occupied orbital energy is -6.0803 eV.

Atomic partial charges in e from the Löwdin method, atoms 1 to 8:
1 I 1.004
2 I 1.038
3 S 0.472
4 S 0.393
5 F 0.144
6 F 0.090
7 F 0.089
8 F 0.131



The following is a quantum chemistry calculation of a gas-phase ion, C8H5O4 (charge -1), from the Open Molecules 2025 dataset.

```
17
C8H5O4 | the Open Molecules 2025 dataset | ωB97M-V with the def2-TZVPD basis set
O -1.26847 -0.18249 3.08922
O 0.51001 2.05581 -0.89326
O 3.57193 -1.07149 0.36990
O 3.57884 1.09622 -0.35262
C 1.38075 0.17743 0.56849
C 2.92424 0.14032 0.16272
C -0.75264 -0.35600 1.95407
C -1.61816 -0.49864 0.59699
C 0.30810 0.92849 -0.38115
C -1.74628 0.06020 -2.01965
C -1.07926 0.11945 -0.57500
C 0.84194 -0.45873 1.73194
H -2.59614 -1.07952 0.56426
H 1.52017 -1.03373 2.43738
H -2.53428 0.85812 -2.21577
H -2.14252 -0.99707 -2.25946
H -0.89823 0.24165 -2.77806
```

The SMILES is CC1=CC(=O)C=C(C(=O)[O-])C1=O. The calculation puts the frontier orbital gap at 6.431 eV. As for the charge: -1. Its highest occupied orbital energy is -4.2811 eV.

Atomic partial charges in e from the Löwdin method, atoms 1 to 8:
1 O -0.003
2 O 0.055
3 O -0.212
4 O -0.074
5 C -0.015
6 C -0.564
7 C -0.300
8 C 0.034



The following is a quantum chemistry calculation of 2 unconnected molecules or ions with the total composition CH3NO3P, from the Open Molecules 2025 dataset.

```
9
CH3NO3P | the Open Molecules 2025 dataset | ωB97M-V with the def2-TZVPD basis set
P -2.71311 -0.27120 0.56879
O 3.09958 -0.02701 0.29020
O -1.67167 0.07549 -0.49233
O -4.11141 -0.11914 0.02295
N 0.79449 -0.25839 0.05345
C 1.97929 0.47113 0.11637
H -0.21583 -0.19618 -0.34364
H 0.99792 -1.24948 -0.03913
H 1.84075 1.57478 -0.17667
```

The calculation puts the frontier orbital gap at 8.964 eV. As for the charge: -1. Its highest occupied orbital energy is -4.9011 eV.

Atomic partial charges in e from the Löwdin method, atoms 1 to 8:
1 P 0.469
2 O -0.085
3 O -0.591
4 O -0.608
5 N 0.064
6 C -0.433
7 H -0.013
8 H 0.073



The following is a quantum chemistry calculation of a molecular structure, C10H13Br24FN2O4P, from the Open Molecules 2025 dataset.

```
55
C10H13Br24FN2O4P | the Open Molecules 2025 dataset | ωB97M-V with the def2-TZVPD basis set
Br -3.40186 -2.92745 0.65670
Br -0.03359 -5.95505 -0.90753
Br -2.59147 -6.55116 -4.68710
Br -4.58303 -2.45719 -2.28139
Br -8.67538 0.84423 -2.50932
Br -1.58833 -5.87921 -7.65124
Br 3.52023 4.31428 5.11294
Br 1.92735 8.25518 1.38411
Br 5.72710 8.66386 4.01575
Br -7.63176 -1.32387 -4.62425
Br -8.20101 -2.18726 -1.59206
Br -3.00533 -2.40712 6.69816
Br 8.49351 7.47548 5.11209
Br -0.51458 -2.92438 -1.81527
Br -5.09565 -5.23890 -0.77713
Br -3.05542 -8.66348 -7.04837
Br 4.51645 2.02329 3.10411
Br 8.14303 8.10361 1.98912
Br -2.02138 -1.51975 3.78220
Br 4.79669 7.72024 0.07041
Br -2.19572 -4.62691 4.53265
Br 0.51066 -5.08700 -3.94359
Br 2.49957 9.15693 -1.63803
Br 4.52024 5.08286 2.16614
P 2.12526 -0.97327 0.36252
F 0.12815 0.28488 -1.04108
O 2.77038 1.78850 -0.70597
O 3.31618 -0.55751 1.45788
O 2.78313 -1.20473 -1.17194
O 1.38890 2.87147 0.70538
N -0.03372 0.52839 1.26627
N 1.38104 -2.28353 0.88153
C -0.54768 -4.77756 -2.35425
C -2.94262 -2.86538 4.81854
C -4.83512 -3.33026 -0.57523
C 3.65929 3.74578 3.26565
C -8.70502 -1.01380 -3.04525
C 0.91519 0.46750 0.15594
C 7.26033 7.55437 3.62246
C 1.76589 1.82848 0.02548
C 2.89486 7.87168 -0.24561
C -1.91087 -7.27000 -6.34663
H 2.55263 6.90306 -0.59897
H -0.89783 0.88259 0.83730
H -1.57602 -5.01618 -2.60772
H 6.89002 6.54578 3.46097
H -5.74725 -2.92901 -0.14517
H -0.21242 -0.40949 1.63948
H 3.99646 -0.10680 0.90557
H 2.02983 -1.17598 -1.79836
H -0.95172 -7.72718 -6.12519
H -3.96777 -2.89371 4.46411
H 2.64470 3.63058 2.88762
H -9.73037 -1.25376 -3.30559
H 1.49587 -3.00614 0.16116
```

The calculation puts the frontier orbital gap at 6.303 eV. As for the charge: -1. Its highest occupied orbital energy is -5.3399 eV.

Atomic partial charges in e from the Löwdin method, atoms 1 to 8:
1 Br 0.557
2 Br 0.571
3 Br 0.580
4 Br 0.537
5 Br 0.570
6 Br 0.563
7 Br 0.540
8 Br 0.557



The following is a quantum chemistry calculation of a molecular structure, C20H28Cl2N2O5P2Re, from the Open Molecules 2025 dataset.

```
60
C20H28Cl2N2O5P2Re | the Open Molecules 2025 dataset | ωB97M-V with the def2-TZVPD basis set
Re -0.33234 0.94386 1.02121
Cl 0.20111 -0.08696 3.28440
Cl 1.04233 2.53744 2.52441
P -1.05579 2.34240 -0.81411
P -2.20981 -0.45525 0.33633
O -1.64277 1.77178 2.19490
O 2.02722 2.49440 -0.22655
O 5.13111 -0.72714 -0.73943
O 0.79575 -1.68697 0.90357
O -2.09675 2.57303 4.27152
N 3.53192 0.82854 -0.54111
N 1.36330 0.37416 0.26871
C -1.88396 -2.09026 -0.34858
C -1.36870 2.06563 3.49460
C -4.70094 2.02163 -2.60648
C -3.32705 -0.71798 1.73288
C 3.03087 -1.56754 0.04707
C -4.37539 0.01074 -1.33304
C -5.14486 0.77003 -2.19787
C 2.73941 -2.60907 -1.07640
C -1.19465 4.07424 -0.34292
C -2.69890 1.74988 -1.29214
C 1.69140 -1.01124 0.44405
C 3.99261 -0.50920 -0.45604
C 2.32478 1.32342 -0.19746
C 0.08141 1.66001 3.77781
C -0.09838 2.27462 -2.34835
C 3.94126 -3.39971 -1.57299
C -3.15113 0.49650 -0.87356
C 3.71414 -2.21575 1.29029
C -3.48350 2.50759 -2.16104
C 3.08442 -3.49371 1.82229
H 0.44591 1.82653 4.78667
H 1.99133 -3.28743 -0.66345
H 3.60146 -3.77985 2.73637
H 2.02753 -3.38029 2.05632
H -0.73086 2.68962 -3.13537
H 4.22192 1.50335 -0.85784
H -1.61720 4.66663 -1.15442
H -1.83183 4.16378 0.53635
H 0.81201 2.85796 -2.25902
H -6.09311 0.38950 -2.55005
H 4.36974 -4.01705 -0.78542
H -2.82961 -2.45812 -0.75013
H 4.72697 -2.76229 -1.97028
H 3.77029 -1.46378 2.08427
H -3.14982 3.48085 -2.49883
H 4.74234 -2.40717 0.98209
H -3.77759 0.22739 2.02899
H -5.30440 2.61732 -3.27684
H -0.19621 4.45144 -0.11815
H 2.26409 -2.09214 -1.91821
H -1.13805 -2.05947 -1.14112
H -4.10844 -1.41822 1.43189
H 3.19068 -4.32019 1.12191
H -2.78563 -1.14584 2.57650
H -4.74211 -0.95675 -1.01412
H -1.53547 -2.75174 0.44168
H 0.13906 1.24347 -2.60826
H 3.60887 -4.06664 -2.36751
```

The calculation puts the frontier orbital gap (alpha / beta) at 6.885 / 7.266 eV. Its multiplicity is 2. As for the charge: +2. Its highest occupied orbital energy (alpha / beta) is -15.7776 / -15.7851 eV.

Atomic partial charges in e from the Löwdin method, atoms 1 to 8:
1 Re 1.082
2 Cl 0.768
3 Cl 0.796
4 P 0.823
5 P 0.832
6 O -0.348
7 O 0.009
8 O 0.173



The following is a quantum chemistry calculation of a gas-phase ion, C7H8NS (charge +1), from the Open Molecules 2025 dataset.

```
17
C7H8NS | the Open Molecules 2025 dataset | ωB97M-V with the def2-TZVPD basis set
S -0.06428 -3.21215 -2.60490
N -0.55782 -0.52908 0.46238
C -0.05834 -1.77393 -0.09662
C -0.64138 -1.93207 -1.49171
C 0.29811 0.53803 -2.19268
C 0.57495 -1.74143 -3.20482
C 0.13589 1.42391 -1.04718
C -0.01141 -0.73066 -2.43882
C 0.35937 0.58896 0.21219
H -0.73736 1.98112 -1.16627
H 1.25770 0.15772 0.34143
H -0.62828 -0.53156 1.46726
H -1.52793 -0.28287 0.09420
H 1.08074 -1.82087 -0.10548
H 0.90988 2.21945 -1.06478
H -0.37438 -2.59596 0.58612
H 0.25944 1.40533 1.04440
```

The calculation puts the frontier orbital gap (alpha / beta) at 6.348 / 7.405 eV. As for the charge: +1. Its highest occupied orbital energy (alpha / beta) is -11.5391 / -12.5084 eV.

Atomic partial charges in e from the Löwdin method, atoms 1 to 8:
1 S 1.034
2 N 0.043
3 C -0.205
4 C -0.411
5 C 0.144
6 C -0.224
7 C -0.147
8 C -0.366



Number 1: electronic energy -5312.810913 hartree, M 1203.30 g mol⁻¹. Number 2: electronic energy -608.747556 hartree, M 165.12 g mol⁻¹. Number 3: electronic energy -661.864996 hartree, M 108.01 g mol⁻¹. Number 4: electronic energy -63016.912674 hartree, M 2192.89 g mol⁻¹. Number 5: electronic energy -2945.538140 hartree, M 695.51 g mol⁻¹. Number 6: electronic energy -723.908894 hartree, M 138.22 g mol⁻¹.